No. 1
Here is a molecular structure, C13H13PS at a distorted geometry from the Open Molecules 2025 dataset. Energies are from the ωB97M-V functional and the def2-TZVPD basis.

Computed properties:
Relative energy (zero: lowest compared OMol25 entry of this formula, charge and spin)   0.0 kcal per mole
Highest occupied orbital energy   -7.8 eV
Maximum force   4.13 eV/Å

Structure (XYZ):
```
28
Properties=species:S:1:pos:R:3:forces:R:3
C -1.786756 -0.516486 -2.957504 0.003 0.709 -0.749
C 0.087258 0.962234 -2.936413 2.597 1.862 -2.612
H -1.516708 -0.232321 1.107502 -0.112 -0.315 -0.365
C -0.712220 0.065493 -0.889140 -0.192 0.565 0.269
C -0.902386 0.316898 -3.635780 -0.390 -1.346 0.091
H 3.365340 -1.951477 3.388470 1.640 -0.819 0.387
H -2.559666 -0.961741 -3.573232 -0.103 -0.292 0.460
H 0.919942 1.447080 -0.972680 -0.765 -0.753 -1.093
H 0.914641 1.575675 -3.487107 -1.826 -1.045 0.916
C 0.182273 0.852971 -1.595208 1.051 0.759 2.139
P -1.169981 2.350994 1.229351 2.158 -1.598 -2.189
H -2.566967 -1.091804 -0.966357 1.874 0.576 -1.318
H -1.000654 0.281235 -4.700177 0.295 0.567 -0.510
C 0.601480 -0.378626 1.300292 0.828 0.283 -2.968
C -0.647659 0.144133 0.574561 0.342 1.157 2.231
H 1.870542 -0.693118 -0.496158 0.158 -0.141 1.547
C 1.822993 -0.773295 0.629534 -3.526 1.001 -1.165
C -1.701504 -0.611484 -1.590242 -2.359 -0.814 2.111
H 3.627228 -1.772527 0.804583 -0.087 0.296 0.546
H 1.455960 -1.376100 4.333069 -0.648 -0.482 3.719
C 2.771472 -1.374892 1.370660 2.679 -0.892 -0.818
H -0.449164 -0.164974 3.034718 0.865 -0.811 0.417
H -2.410574 2.783263 -1.073606 0.431 0.232 -0.410
H -1.953530 2.079959 2.293866 -0.723 -0.641 1.432
C 1.462448 -1.226055 3.345500 2.356 0.615 -2.452
C 0.506304 -0.590170 2.640503 -2.852 1.241 0.205
C 2.678848 -1.531925 2.729853 -2.456 0.094 0.167
S -2.888960 2.387061 0.091141 -1.238 -0.007 0.013
```
Forces are in eV/Å.

***

No. 2
Here is a molecular structure, C13H14AsN5O7STi from the Open Molecules 2025 dataset. Energies are from the ωB97M-V functional and the def2-TZVPD basis.

Computed properties:
Relative energy (zero: lowest compared OMol25 entry of this formula, charge and spin)   10.2 kcal per mole
Highest occupied orbital energy   -16.1 eV
Maximum force   0.53 eV/Å
Charge   +2

Structure (XYZ):
```
42
Properties=species:S:1:pos:R:3:forces:R:3
H -1.813000 2.153857 -0.465830 -0.007 0.003 0.000
C -0.519021 3.869780 -0.755424 0.052 0.046 -0.008
C -4.472605 -1.068348 3.342364 0.110 0.002 0.012
C -2.324154 -0.716485 5.089004 -0.039 -0.030 -0.163
H 0.773874 -3.099754 -1.790803 0.004 -0.009 0.013
N 2.007883 -0.011624 0.816603 -0.021 -0.030 0.086
O -1.893920 -0.274854 0.297538 0.222 0.026 -0.125
H 5.014705 0.231202 1.682383 0.008 -0.008 0.005
As -3.184490 -1.356397 0.947271 -0.532 0.000 0.015
C 3.091623 -0.570611 1.343447 0.008 -0.005 -0.029
H -5.306498 -1.201772 2.664076 -0.028 0.005 0.021
C -4.688437 -0.931009 4.714186 -0.079 -0.003 0.003
C 2.407816 1.272327 0.546842 -0.065 -0.004 -0.004
O 0.231423 -1.199988 -1.128499 -0.051 -0.162 0.054
O 0.437700 -0.766857 4.326848 0.028 0.015 -0.017
C -3.183493 -1.035497 2.834868 0.112 0.028 0.021
N 3.650053 1.511811 0.854399 0.009 -0.009 -0.004
H -0.505094 -1.237528 -1.758050 -0.020 0.009 0.076
C -3.626542 -0.766086 5.578111 -0.011 0.006 0.073
C -2.106819 -0.846554 3.725292 -0.090 -0.025 0.083
H 1.939216 -2.292864 -0.716191 -0.003 0.013 0.020
H -3.798159 -0.669018 6.641240 0.006 -0.001 -0.001
N 0.168670 1.736141 -0.017642 -0.135 -0.041 -0.019
O -0.345435 0.655893 2.450545 -0.042 -0.212 -0.129
C 1.418976 2.224572 0.049961 0.025 -0.007 0.103
H -1.302600 4.539885 -1.085016 -0.015 -0.014 0.003
O -4.587179 -1.165741 0.200796 0.107 -0.022 0.057
H -5.700273 -0.959644 5.095321 0.003 0.000 -0.001
N 4.064325 0.331365 1.350529 0.017 0.026 0.000
H -2.918084 -3.505496 0.258097 -0.018 0.019 -0.011
H -1.485652 -0.578558 5.756939 -0.008 0.004 0.018
C 1.680269 3.544251 -0.276532 0.031 0.034 -0.074
S -0.445556 -0.635302 3.236723 0.130 0.091 0.110
H 1.784055 -1.753103 -2.411602 -0.002 0.015 0.000
C -0.809446 2.552903 -0.420191 0.008 -0.013 -0.008
H 2.686323 3.939930 -0.208950 -0.003 0.002 0.001
N 0.711913 4.357841 -0.679626 -0.017 -0.026 0.004
C 1.262240 -2.160091 -1.550677 0.012 0.036 -0.057
O -2.323594 -2.826239 0.613305 0.090 -0.116 -0.039
O -0.172272 -1.598463 2.068956 -0.098 -0.012 -0.170
Ti -0.191371 -0.275877 0.656261 0.302 0.370 0.084
H 3.188925 -1.577402 1.718028 -0.003 0.000 -0.004
```
Forces are in eV/Å.

***

No. 3
Here is 2 unconnected molecules or ions with the total composition C13H14BFI2NO5 at a distorted geometry from the Open Molecules 2025 dataset. Energies are from the ωB97M-V functional and the def2-TZVPD basis.

Computed properties:
Relative energy (zero: lowest compared OMol25 entry of this formula, charge and spin)   10.2 kcal per mole
Highest occupied orbital energy   -2.5 eV
Maximum force   1.98 eV/Å
Charge   -1

Structure (XYZ):
```
37
Properties=species:S:1:pos:R:3:forces:R:3
H 2.395100 0.460077 -3.061031 -0.020 0.066 0.006
C 0.370332 2.524295 0.072004 -0.442 -0.767 -0.248
C -2.975295 0.514330 -1.489329 -1.623 -0.703 -0.894
I 3.487584 -0.511242 -0.171576 0.673 -0.190 -1.019
H -5.171615 -0.111633 -0.329044 -0.069 0.362 0.074
H -3.824816 2.492059 -1.525133 -0.076 0.007 0.052
C -1.845582 2.424455 -0.759833 0.501 1.167 0.371
H -1.950512 -1.313869 -1.412727 0.273 -0.099 0.117
C -2.973586 1.868780 -1.282189 -0.700 0.794 0.052
O 3.729106 -2.957726 2.536507 -0.363 -0.230 -0.338
H 3.336374 -1.873088 4.960292 0.034 0.026 -0.153
O 1.424850 2.267721 0.574099 -1.047 0.555 -0.589
O -2.256897 4.823765 -0.345083 0.576 -0.774 -0.183
C 1.672959 -0.532513 -1.331211 -0.539 0.409 0.530
C 0.399479 -0.671663 -0.380592 0.845 0.230 -0.125
C -0.726449 0.284389 -0.672309 0.678 -0.906 0.449
H 1.725837 -1.438375 -1.929614 0.019 -0.131 0.212
H 0.690490 0.769277 -2.830024 -0.114 0.085 0.228
C 1.637078 0.656897 -2.298709 0.845 -0.420 -0.022
O -5.408396 -0.159472 -1.259284 -0.060 -0.419 -0.151
O -4.420659 -0.621851 -3.356906 0.000 0.585 0.183
C -1.876894 -0.254994 -1.197646 -0.132 -0.529 -0.253
C 3.716798 -2.897707 4.917615 -0.293 -0.408 0.539
C -0.745617 1.648208 -0.463366 1.481 0.391 0.746
C 3.265368 -3.607084 3.616049 0.438 0.672 0.438
F 0.346289 4.018299 -1.576107 0.119 0.247 0.088
B -4.313512 -0.117549 -2.072266 0.232 -0.169 0.343
H 1.966425 1.560698 -1.792530 -0.367 0.189 -0.116
H 2.145859 -3.692330 3.716317 -0.114 0.101 -0.220
H -4.810933 0.039842 -3.935985 -0.070 -0.247 -0.317
H 4.806776 -2.868963 4.992890 0.016 0.044 -0.157
H 0.004930 -1.667551 -0.559019 0.042 -0.023 0.161
H 3.597044 -4.673102 3.747039 0.129 -0.054 -0.222
H 3.335641 -3.431351 5.807154 0.031 0.052 0.001
N -0.097521 3.898219 -0.208013 0.768 1.089 0.323
I 0.886886 -0.713203 1.734578 -1.141 -0.378 0.205
C -1.542922 3.863951 -0.435018 -0.533 -0.623 -0.111
```
Forces are in eV/Å.

***

Which value of highest occupied orbital energy does entry 1 give?
-7.8 eV